1.
Formula: C63H78AsCrFN3O8PSi
Source: the OMol25 dataset
Level of theory: ωB97M-V/def2-TZVPD

Structure (XYZ):
```
157
Properties=species:S:1:pos:R:3:forces:R:3
C 3.6096 1.9115 2.8074 -0.02 -0.05 -0.05
H 0.7647 2.7565 -3.1561 -0.04 0.12 0.00
H 3.7461 -1.0306 1.0130 -0.01 0.09 -0.01
C -1.0538 1.7389 -2.6287 -0.57 -0.48 0.06
H -3.5850 -1.4835 2.0433 0.01 -0.06 -0.02
H 3.0376 4.5282 1.0972 0.02 0.01 0.01
H -1.2391 3.0312 -4.3369 0.05 -0.06 -0.04
P 1.1889 2.1595 1.2834 0.26 0.38 0.60
C 3.5813 3.5489 6.6191 -0.02 0.07 -0.10
H 3.0142 1.7611 3.7001 -0.03 0.06 0.00
C 2.3891 3.5483 5.8949 0.13 -0.04 -0.02
C 1.0053 8.7544 6.1965 0.01 0.01 -0.04
H 0.3734 4.7816 2.7512 0.05 0.12 -0.02
C 3.7100 2.8138 7.7866 0.02 -0.02 0.05
C 5.1992 2.1851 0.5554 -0.04 0.03 -0.08
H 0.7304 9.7023 6.6417 -0.01 0.00 -0.01
N -3.5777 0.8492 3.4589 -0.13 -0.06 0.07
C 1.4561 2.0355 7.5328 0.03 -0.04 0.06
H -4.0729 -2.5338 3.3838 0.01 -0.02 -0.04
H -3.3093 -3.1763 -4.7320 0.00 -0.02 -0.01
H 3.0960 -4.9078 -2.9658 0.00 0.00 -0.02
C -2.9858 -5.2370 0.9109 0.06 0.04 -0.09
C 0.4732 7.5714 6.6907 -0.02 0.04 0.02
H -2.1855 -5.9223 1.1960 0.00 0.00 0.00
H 1.7735 -3.6549 0.2467 0.05 0.03 0.11
H -6.6679 2.3116 3.7295 -0.03 -0.02 0.00
H 0.4406 -6.8661 -1.1828 -0.02 0.01 0.01
C 0.5130 2.6303 2.9744 0.20 -0.01 -0.20
H -4.2846 2.7828 3.7498 0.05 -0.03 0.03
H -0.0446 -1.3983 -5.3668 0.02 0.01 -0.02
N -3.7101 2.5464 -5.0925 -0.32 0.29 -0.59
H -3.9401 -5.7655 0.9636 -0.01 0.00 0.02
H -0.5463 2.4018 2.8928 0.01 -0.12 -0.04
H 5.8100 2.2855 -0.3326 0.01 -0.05 -0.01
C 1.8937 8.7158 5.1319 -0.02 0.07 0.04
C 4.9917 1.8395 2.9176 0.05 -0.03 0.06
H 3.6668 -0.7852 -3.9120 0.02 0.01 0.00
H 0.3953 2.7376 5.8219 0.02 0.00 0.00
H -4.6878 0.6702 -3.4933 -0.01 -0.05 0.04
As 2.3771 4.6234 4.2522 -0.13 0.15 0.03
O 0.0150 -1.9517 -1.0121 0.11 0.35 0.05
C -5.9899 1.5212 3.4029 0.17 -0.02 0.05
C -0.0997 4.2354 -0.1115 -0.01 -0.11 0.01
H -4.6164 1.6598 5.0538 0.04 0.06 0.00
C -0.2753 5.5291 -0.5790 -0.09 0.04 -0.06
C 3.6917 -0.9251 -0.0649 -0.11 -0.02 0.16
H 0.9227 -3.2185 5.1033 0.02 -0.01 -0.02
H 1.7704 -6.7442 -0.0121 0.00 0.00 0.02
H -2.4272 -5.4939 -2.4785 -0.05 -0.06 -0.04
H 5.4407 1.6708 3.8893 -0.01 -0.01 0.00
C 1.6384 -5.0692 -1.3777 0.25 -0.22 0.10
C 5.7901 1.9829 1.7943 0.03 0.00 0.01
H 0.3159 -5.7401 0.1861 -0.03 -0.06 0.05
C -3.6854 0.9595 -3.2122 0.07 0.24 -0.13
C 1.3316 2.7775 6.3659 -0.12 0.00 -0.11
Si -0.5343 -3.3045 -1.5896 0.25 0.31 0.24
C 2.1051 4.7889 0.6190 -0.08 0.02 -0.02
O 0.6398 -4.3573 -2.0986 -0.07 -0.11 0.06
C -2.7400 -4.7067 -0.5023 -0.21 -0.13 0.02
C 2.5579 -5.6912 -2.4294 -0.12 0.11 0.04
H -3.9482 2.4008 1.2043 -0.02 0.06 0.05
C 3.0058 2.1254 1.5720 0.01 -0.12 -0.10
C 0.6358 4.0600 3.5232 -0.03 -0.24 0.02
C 1.8115 -1.6776 3.8912 0.00 0.04 0.02
C -2.6891 1.1872 2.4577 0.01 -0.16 0.19
H -2.5497 -0.8031 4.2239 -0.02 0.00 0.13
N -1.6646 0.5087 2.1221 -0.11 -0.07 -0.16
H -0.9019 3.5209 -0.2393 0.00 -0.06 -0.01
H 1.9642 -6.2614 -3.1467 0.01 -0.03 0.01
H 0.6070 7.4756 -0.8057 0.00 -0.01 -0.04
O -1.4886 -4.0508 -0.4624 -0.01 -0.04 0.11
H -2.4418 -2.2187 -5.9495 0.00 0.03 -0.01
C 0.7428 6.4613 -0.4524 0.02 0.01 0.03
H 5.8242 -1.2337 -0.2578 0.00 -0.02 -0.01
H -2.8894 3.3605 2.2579 0.00 -0.02 0.02
H -1.9948 -6.6204 -1.1810 0.01 -0.02 -0.01
H 3.2815 -6.3575 -1.9563 0.04 0.01 -0.02
H -0.5913 -0.8401 -3.7657 0.04 0.01 -0.04
H 2.9565 7.4610 3.7502 0.01 0.06 0.02
C 1.0872 3.8407 0.5025 -0.03 0.00 0.06
H 0.7254 -2.0182 -3.8806 0.01 0.03 -0.09
C 4.8834 -1.0717 -0.7702 0.11 -0.01 0.00
C 2.4369 -4.1366 -0.4721 -0.20 0.05 -0.23
O -1.5117 -3.1696 -2.9088 -0.21 0.02 -0.17
C 1.7707 -1.0050 2.6746 -0.01 0.08 -0.05
H -0.2229 7.5992 7.5202 0.00 -0.03 0.00
C 2.6441 2.0530 8.2473 -0.01 0.01 0.00
C -0.0577 -2.9898 3.1989 -0.03 0.03 0.07
C 1.7357 6.3012 5.0693 0.10 0.02 -0.04
H -1.2093 5.8045 -1.0541 0.00 -0.01 0.01
C -1.7360 0.8101 -1.7519 0.19 0.31 -0.31
H -0.8422 -2.5673 1.2642 -0.06 -0.11 -0.10
C 0.9983 -6.1813 -0.5399 -0.05 0.17 -0.14
C -3.0265 1.9316 -4.0026 0.35 -0.31 0.61
C -0.6871 -4.0678 -4.9878 -0.03 0.09 0.17
H 2.7457 6.7950 0.2400 0.00 0.00 0.02
H -2.2102 2.4642 0.8870 -0.02 0.04 -0.07
C -4.1454 -1.5233 2.9781 0.06 0.05 0.07
C 2.2551 7.4965 4.5772 0.03 -0.15 -0.09
H -0.0979 4.1934 4.3241 0.01 0.00 -0.01
C 3.6715 -0.8073 -2.8288 0.05 0.04 -0.04
C -2.9611 2.4441 1.6686 0.04 -0.08 0.04
H -3.6560 -3.3420 -1.8868 -0.08 0.04 -0.03
C 0.8293 -1.2871 1.6810 0.11 0.05 0.15
C -4.5853 1.7588 3.9640 -0.22 -0.02 -0.13
C 2.5038 -0.6670 -2.0919 -0.04 -0.05 -0.01
O -4.8733 2.2304 -5.3060 0.02 -0.09 0.11
C 3.8206 2.2370 0.4433 -0.02 0.02 0.05
O 1.0284 1.6770 -1.4945 -0.04 -0.38 -0.47
H -3.7061 -6.3334 -1.5641 0.00 -0.02 -0.01
H 0.4264 5.4379 6.5359 0.01 0.01 0.02
C 2.4706 -0.6815 -0.6901 -0.14 0.25 -0.02
H 2.5687 -1.4147 4.6237 -0.01 -0.01 -0.01
H -1.5145 -0.3650 2.6197 -0.08 0.11 0.14
H -1.4284 -4.8698 -4.9746 -0.01 -0.01 0.00
C 0.3197 2.0732 -2.4120 0.39 0.25 0.13
H -2.9026 -1.4827 -4.3990 -0.03 -0.02 -0.02
C -3.5738 -0.5129 3.9715 0.04 0.01 -0.13
H -6.3874 0.5644 3.7435 -0.03 -0.01 -0.02
H -3.8056 -2.8610 -0.1913 -0.04 0.01 0.02
H 2.8972 -3.3512 -1.0701 0.05 0.01 0.03
C -3.8401 -3.7092 -0.8786 0.22 -0.01 0.02
H 0.9143 1.8859 3.6683 -0.08 -0.04 0.00
C -3.0600 0.4178 -2.1332 -0.17 -0.03 0.11
C -1.7268 2.2909 -3.7144 -0.05 0.11 -0.15
O -1.2205 0.3673 -0.6956 0.03 0.01 0.13
H 0.6249 1.4348 7.8807 -0.01 0.01 -0.02
H 1.5752 -0.5552 -2.6425 0.09 0.00 0.07
H 0.2105 -4.4171 -4.4789 0.02 -0.04 -0.06
H -0.7734 -3.7856 3.3820 -0.02 0.02 -0.03
H -4.1520 -0.5223 4.8972 0.03 0.03 0.02
C 0.8955 -2.6831 4.1611 -0.04 0.00 0.05
H 2.3101 9.6360 4.7409 0.01 -0.01 -0.01
C -2.5565 -2.3995 -4.8791 0.10 0.00 0.11
H 3.3561 2.3710 -0.5267 0.04 -0.05 -0.04
H -3.5410 -0.3367 -1.5236 0.01 0.01 0.00
C -2.7198 -5.8699 -1.4979 0.13 0.18 0.06
H -2.9980 -4.4068 1.6200 -0.01 0.01 0.01
H -5.9604 1.5092 2.3130 -0.06 0.02 -0.01
H -4.8262 -4.1754 -0.8267 -0.01 0.00 0.00
C -0.0912 -2.2985 1.9930 -0.05 0.00 -0.21
C -0.2158 -1.6958 -4.3308 -0.11 -0.16 0.16
H -0.4523 -3.8218 -6.0254 0.00 -0.01 -0.01
H 6.8681 1.9193 1.8772 0.00 0.02 0.02
C 0.8373 6.3561 6.1304 -0.04 -0.12 0.01
H 3.2133 -4.6887 0.0615 0.01 -0.01 0.01
H 4.4164 4.1368 6.2516 0.03 -0.04 0.04
H 4.6449 2.8236 8.3330 0.00 0.02 0.00
F 6.0225 -1.0719 -2.8424 0.03 -0.07 -0.01
Cr 0.5532 -0.2636 -0.0611 0.01 -0.50 -0.06
C -1.2304 -2.8366 -4.2574 0.01 0.04 -0.30
H -5.1926 -1.3116 2.7592 -0.01 0.01 0.00
H 2.7407 1.4724 9.1558 0.01 -0.01 -0.01
C 4.8569 -0.9820 -2.1428 -0.09 0.01 0.06
O -3.1162 3.3709 -5.7759 0.10 -0.03 0.10
H 2.5136 -0.2413 2.5004 0.08 0.01 -0.01
C 1.9376 6.0803 0.1395 -0.01 0.03 0.01
```
Forces are in eV/Å.

## Properties
- Total charge: -1
- ΔE to the lowest compared entry with this formula, charge and spin: 0.552 eV
- Multiplicity: 2

=====

2.
Formula: C24H24BF3N3O7SeTl
Source: the OMol25 dataset
Level of theory: ωB97M-V/def2-TZVPD

Structure (XYZ):
```
64
Properties=species:S:1:pos:R:3:forces:R:3
C 1.4895 8.7464 0.8608 -0.05 -0.23 -0.05
H 2.1761 -5.5440 0.4301 -0.01 0.00 -0.04
F 1.2644 8.9507 2.1716 0.00 0.08 0.07
F 0.8032 9.6797 0.1864 0.00 0.09 -0.01
H -7.2251 -0.2701 1.0569 0.02 -0.02 -0.03
O 3.8662 -0.2342 -0.2665 0.00 -0.11 0.19
H -0.2762 7.9548 -1.0603 0.00 -0.02 0.00
H -5.8491 2.1283 0.0107 0.00 0.01 0.01
H -5.1372 -2.4043 1.7312 0.00 -0.03 0.00
B -3.1310 0.3471 0.1167 0.52 0.27 0.09
C -4.4969 1.2358 3.0564 -0.02 0.03 0.04
F 2.7987 8.9820 0.6550 0.07 0.09 0.00
H -4.2155 2.2662 3.2771 -0.01 -0.03 -0.01
C -0.1186 5.8196 -0.9169 0.01 0.01 -0.02
C 0.4928 4.7436 -0.2748 0.01 -0.12 -0.03
C 0.5760 -1.8804 1.1625 0.02 -0.12 0.01
H -6.5245 -1.5416 0.0473 -0.02 -0.01 0.01
H -3.6918 0.5869 3.3961 -0.03 0.00 0.00
O -3.4513 1.3974 0.9142 -0.28 -0.32 0.00
O 0.8099 -0.8609 -1.7783 0.21 0.42 0.45
H -5.4055 1.0009 3.6142 0.03 0.02 -0.01
C 2.1742 -3.4665 0.2600 0.01 -0.04 0.03
H 1.8381 0.7960 -2.2368 0.06 0.08 -0.04
C 1.5814 -4.6648 0.2100 -0.10 0.02 -0.10
O -4.0330 -0.6651 0.0913 -0.17 0.46 0.06
Se -2.9002 -2.8293 -1.0982 -0.09 -0.57 -0.10
H 2.4374 6.4781 1.8986 -0.02 -0.01 -0.01
C 0.1943 7.1215 -0.5572 0.00 -0.03 -0.01
C -0.7263 -4.0206 -0.6315 -0.16 -0.04 0.02
H -0.8388 5.6266 -1.7006 0.02 0.01 0.00
C -0.0474 2.2554 -1.0060 0.16 -0.31 -0.06
H 1.6756 -2.6946 -1.8856 0.10 0.01 -0.09
H -5.3010 3.1415 1.3437 -0.03 -0.02 0.01
N 1.3994 -2.2843 0.0587 0.26 0.05 -0.07
C 1.1164 7.3513 0.4510 -0.04 0.00 -0.01
C 0.1552 -4.8577 0.0054 0.01 0.15 -0.02
C 2.0391 -0.1602 -1.7583 0.18 -0.04 -0.39
C -5.0657 -0.3698 1.0780 -0.14 0.10 0.13
H -3.9149 -1.4461 2.5640 -0.01 0.00 0.02
N -2.0703 -4.2331 -0.4809 0.25 0.15 -0.15
N -1.5405 -1.9472 -1.7126 -0.05 -0.43 -0.04
C 0.9229 -2.1869 -1.2821 0.02 -0.07 -0.42
H 4.1394 -0.0089 0.6367 0.09 0.05 -0.03
O -0.4890 -1.2528 0.8178 0.01 0.36 0.03
O 0.9441 -2.1888 2.2731 -0.03 0.04 0.25
H -0.2826 -3.3191 -2.5814 -0.05 -0.01 0.00
C -4.9271 -1.4254 2.1618 0.04 -0.02 0.06
H -0.2924 -5.7380 0.4525 0.01 0.03 0.01
H -6.4715 0.1351 -0.4955 -0.01 0.00 0.01
H 3.2368 -3.3468 0.4406 -0.06 -0.02 0.09
O 2.0045 0.7803 0.4639 -0.15 -0.24 0.30
C -5.7065 2.1618 1.0898 -0.02 0.05 -0.02
C -6.4043 -0.5101 0.3781 -0.06 0.00 0.01
H -5.6305 -1.2512 2.9775 0.02 -0.02 -0.04
H 1.8753 4.1520 1.2527 0.00 0.01 -0.02
C 0.1875 3.3902 -0.6534 -0.01 0.24 -0.15
H -6.6749 2.0506 1.5801 0.01 0.00 -0.03
C -0.4111 -2.8625 -1.5864 -0.08 -0.37 -0.05
H 2.7741 -0.7184 -2.3387 0.09 0.01 0.02
C 1.7221 6.2874 1.1081 0.02 -0.03 0.02
C 2.5818 0.1509 -0.3738 0.16 0.12 -0.26
Tl -1.0310 0.3772 -0.6588 -0.78 0.36 0.37
C -4.7265 1.1023 1.5616 0.05 -0.02 -0.05
C 1.4131 4.9902 0.7479 0.03 -0.03 0.03
```
Forces are in eV/Å.

## Properties
- ΔE to the lowest compared entry with this formula, charge and spin: 5.039 eV
- Multiplicity: 1

=====

3.
Formula: C30H41BrCrN8Si2Te
Source: the OMol25 dataset
Level of theory: ωB97M-V/def2-TZVPD

Structure (XYZ):
```
84
Properties=species:S:1:pos:R:3:forces:R:3
H -1.5656 -2.4367 1.6502 -0.02 0.03 -0.01
N -0.2749 1.9846 -0.7192 0.38 0.30 -0.29
N 0.2156 -1.7242 0.9088 0.22 -0.27 0.13
C 0.1842 4.3118 -2.1753 -0.14 -0.05 0.04
H -5.6717 1.5932 1.6701 0.12 -0.01 0.00
H -1.6061 1.9118 -5.8630 0.02 0.00 0.05
N -4.4102 3.9490 3.4682 -0.17 -0.05 0.02
Te -1.3173 -1.2511 -1.7091 -0.38 0.20 -0.28
C 0.9401 2.2319 -1.2687 -0.13 0.27 -0.12
N 1.4460 0.1138 -0.3735 1.54 -0.04 -0.60
C -5.7595 -3.4273 -1.1424 0.26 0.01 -0.24
H 5.1346 0.1610 -1.3903 0.00 0.00 -0.03
N -5.6043 2.4161 2.2424 -0.15 0.01 0.08
H -3.5650 -2.1168 -4.3056 0.03 -0.02 -0.03
C -1.2529 2.8734 -0.9306 -0.08 -0.03 0.14
C -2.7013 1.4765 1.6668 -0.35 -0.29 -0.14
H 0.3662 5.2215 -2.7311 0.00 0.00 -0.01
C 2.2368 -0.9278 -0.0608 -0.04 0.10 -0.04
H -5.2516 4.4020 3.7870 0.00 -0.02 0.00
H -3.8115 -0.7783 -0.9023 0.07 0.06 0.02
H 3.1692 -3.3417 0.9136 -0.01 -0.03 -0.05
H -2.9292 -5.0447 -1.1618 0.00 0.04 0.04
C 3.5718 -0.9487 -0.4317 -0.04 0.04 0.01
H -1.7900 -2.3870 -5.8644 -0.04 0.01 0.02
C 2.8617 1.3348 3.4393 0.08 0.01 -0.01
C 0.4200 0.1988 3.7102 -0.02 0.07 -0.16
C 2.1144 -3.1734 1.0744 0.02 0.17 -0.09
N -2.0535 0.6843 1.0848 -1.01 0.34 0.35
H -3.1331 -2.1174 0.0341 0.03 0.01 0.02
H -6.4683 2.8163 2.5731 -0.03 -0.03 -0.03
H 1.0850 -0.4449 -3.3673 0.05 -0.02 0.00
H -2.2182 2.6266 -0.5164 -0.01 0.00 0.03
C 1.1948 3.3802 -2.0022 0.05 -0.14 0.08
Si -0.9094 -0.2628 -4.8542 0.17 0.07 0.33
H -1.8839 4.7415 -1.7556 -0.04 -0.04 -0.01
H 3.6681 2.0775 -1.9425 0.01 0.01 0.00
C 1.9403 1.1766 -1.0354 0.08 -0.16 0.01
C -0.9231 -2.0996 -5.2681 -0.19 0.34 -0.09
C 3.2701 1.2223 -1.4172 -0.05 0.03 0.02
H 3.2212 0.7814 5.4905 0.00 0.01 0.01
C -0.0165 -3.9061 1.8586 0.16 -0.05 0.02
H 0.9569 -0.2292 5.7400 -0.04 0.01 -0.01
H 2.1789 1.7368 1.4580 0.02 -0.03 0.04
H -6.2829 -4.2443 -1.6430 -0.03 -0.01 0.01
H -5.5902 -3.7325 -0.1092 0.05 -0.01 0.01
H -0.6667 -4.6441 2.3058 -0.02 0.01 0.00
H 2.1667 3.5487 -2.4425 0.02 -0.01 0.03
H -2.5554 0.5762 -6.5156 -0.02 -0.03 0.03
H -0.0416 -2.3558 -5.8585 0.04 0.05 0.01
H 0.9387 1.2158 -3.9889 -0.04 0.03 0.02
C -3.2575 -1.7142 -0.9720 -0.21 -0.31 -0.32
Si -4.1640 -3.0566 -2.0585 0.14 0.04 0.20
H 3.8254 1.7999 3.2880 -0.03 0.06 -0.04
C 4.0909 0.1467 -1.1065 -0.08 -0.04 -0.01
C -1.5562 0.8732 -6.1933 0.17 -0.22 0.13
C -4.4848 -2.3746 -3.7807 0.01 -0.11 0.31
H -4.9901 -3.1384 -4.3752 0.01 -0.03 0.00
H -3.0147 -0.0561 -3.3758 -0.04 -0.09 0.07
H -0.9099 -2.7237 -4.3727 0.04 -0.04 0.01
Cr -0.3469 0.2057 0.3298 -0.35 -0.19 1.00
C 1.3338 -4.1536 1.6693 -0.18 0.01 -0.05
H -3.5322 4.2835 3.8261 0.07 -0.03 -0.05
H 4.2023 -1.7950 -0.2041 0.00 0.00 0.04
H -0.9108 0.8396 -7.0729 0.01 -0.02 -0.01
C -1.9428 0.0850 -3.2486 0.26 -0.14 -0.40
Br -1.2926 -0.5496 3.9931 0.04 -0.02 0.01
H -6.4307 -2.5672 -1.1410 0.01 0.03 -0.01
C 1.5259 -1.9843 0.6767 -0.05 -0.34 0.13
C 2.5273 0.7716 4.6611 -0.11 -0.03 -0.04
C 1.9439 1.2810 2.4120 0.06 0.11 -0.03
H -1.9542 -4.1967 -2.3696 0.02 -0.04 -0.05
H 1.5939 -0.0597 -5.0059 0.00 -0.03 -0.02
C -2.9679 -4.5119 -2.1139 -0.33 0.17 0.00
C 0.8401 0.1592 -4.2482 -0.24 0.03 -0.25
N 0.7337 0.7023 2.5110 -0.19 -0.10 -0.24
H -3.2841 -5.2343 -2.8681 0.01 -0.01 -0.02
C 1.2729 0.2055 4.8032 0.08 0.01 0.01
N -3.2639 2.3800 2.3179 0.49 0.28 0.30
C -0.5260 -2.6776 1.4808 -0.17 0.11 0.08
C -1.0660 4.0456 -1.6364 0.13 0.09 -0.07
H 1.7671 -5.1036 1.9509 0.02 0.02 0.06
C -4.4358 2.8870 2.6704 -0.01 -0.05 -0.15
H -5.1394 -1.5010 -3.7673 0.01 0.03 0.03
H -1.7692 1.1079 -2.9146 0.01 0.00 0.03
```
Forces are in eV/Å.

## Properties
- Total charge: +3
- ΔE to the lowest compared entry with this formula, charge and spin: 0.382 eV
- Multiplicity: 4

=====

4.
Formula: C3H9N
Source: the OMol25 dataset
Level of theory: ωB97M-V/def2-TZVPD

Structure (XYZ):
```
13
Properties=species:S:1:pos:R:3:forces:R:3
H -0.7252 0.8367 -1.9781 -0.73 -0.55 -0.13
C -0.2990 -0.3983 -0.1156 0.50 -0.44 0.27
N -1.6125 0.1070 0.4173 1.27 1.70 2.64
H 1.8092 -0.9130 0.2903 -0.30 0.58 0.20
C 0.0646 0.5401 -1.3086 2.36 0.64 -0.56
H 0.4569 1.5634 -0.9916 -0.51 -1.26 0.44
H -1.6777 -0.1255 1.4849 0.13 0.29 -2.52
H -1.5144 1.1917 0.4517 -0.29 -2.36 -0.13
H -0.4459 -1.5198 -0.3603 -0.02 1.94 -0.35
H 0.9464 0.2228 -1.9837 -1.42 -0.16 1.15
H 0.8081 -1.2896 1.6944 -0.36 0.60 -1.56
C 0.9489 -0.5038 0.8544 -0.57 -1.93 1.47
H 1.2406 0.2884 1.5450 -0.06 0.93 -0.91
```
Forces are in eV/Å.

## Properties
- SMILES string: CC(C)N
- ΔE to the lowest compared entry with this formula, charge and spin: 1.020 eV
- Multiplicity: 1